# C7H14N2Si

A cluster of 2 separate species, C7H14N2Si in total in a non-equilibrium geometry (ωB97M-V/def2-TZVPD, the OMol25 dataset).

Element x y z (Å)
C 1.27 -0.37 -0.59
C 1.17 0.94 -0.11
C -0.43 0.60 -1.65
C 2.16 -1.55 -0.18
C 2.03 1.78 0.87
C -0.45 2.96 -0.71
C -2.48 -3.19 0.82
N 0.26 -0.52 -1.53
N 0.14 1.58 -0.83
Si -2.95 -1.28 1.06
H 2.49 -2.03 -1.05
H 2.93 -1.13 0.41
H 1.52 -2.22 0.39
H 3.11 1.69 0.66
H 1.84 2.79 0.75
H 1.77 1.51 1.93
H -0.87 3.32 -1.57
H -1.32 2.86 -0.09
H 0.30 3.62 -0.27
H -2.71 -3.60 -0.14
H -1.36 -3.03 1.00
H -2.77 -3.95 1.59
H -4.38 -1.55 1.51
H -1.28 0.77 -2.26

**Frontier orbital gap**: 7.5 eV
**Energy**: -18340.8397 eV
**M**: 154.3 g/mol
**HOMO**: -0.2955 Ha

Atomic partial charges in e from the Löwdin method, atoms 1 to 8: -0.2863, -0.1941, -0.1857, -0.0191, -0.0232, 0.0092, -0.4099, 0.0606